No. 1
{"formula": "C4H12N2S", "method": "wB97M-V/def2-TZVPD", "symbols": ["C", "N", "C", "N", "C", "C", "S", "H", "H", "H", "H", "H", "H", "H", "H", "H", "H", "H", "H"], "xyz": [[0.575, 1.257, -0.167], [1.104, 0.302, 0.840], [1.129, -1.128, 0.461], [1.702, -1.766, 1.621], [-0.977, 1.208, -0.272], [-1.811, 0.054, -0.826], [-0.914, -0.957, -2.039], [0.693, 0.936, -1.257], [1.019, 2.233, -0.022], [0.576, 0.300, 1.703], [0.124, -1.515, 0.171], [1.755, -1.280, -0.412], [1.349, -2.664, 1.860], [1.818, -1.109, 2.405], [-1.406, 1.993, -0.926], [-1.308, 1.505, 0.771], [-2.783, 0.357, -1.196], [-2.223, -0.591, 0.016], [-0.421, 0.864, -2.731]], "forces_ev_per_angstrom": [[-1.4, -2.5, -1.8], [0.1, -0.2, -1.5], [-0.3, 0.6, 0.4], [0.6, 0.6, 0.4], [-1.3, 2.5, 1.8], [-0.3, -2.2, 2.0], [0.2, 4.1, -1.5], [1.6, 0.1, 1.6], [-0.4, 0.3, 0.1], [-0.3, 0.6, -0.1], [0.5, 0.0, 0.5], [0.2, 0.2, -0.2], [-0.3, -0.4, 0.3], [-0.1, -0.9, -0.6], [1.0, 0.5, 0.3], [-0.3, -0.5, -1.0], [0.2, 0.6, -0.6], [1.2, 0.1, -0.8], [-0.9, -3.7, 0.7]], "total_charge": 0, "e_tot_ev": -18154.0429}

---

No. 2
{"formula": "C4H11NO2", "method": "wB97M-V/def2-TZVPD", "symbols": ["C", "C", "C", "N", "C", "O", "H", "H", "H", "H", "H", "H", "H", "H", "H", "H", "H", "O"], "xyz": [[-2.376, -0.905, -0.203], [-3.583, -0.208, -0.674], [-1.316, 0.063, 0.391], [-0.120, -0.524, 0.403], [1.048, 0.152, 1.008], [-1.493, 0.999, 1.124], [-2.579, -1.674, 0.392], [-1.842, -1.348, -1.109], [-4.390, -0.823, -1.079], [-3.466, 0.633, -1.384], [-4.129, 0.312, 0.127], [-0.203, -1.535, 0.247], [1.951, -0.472, 0.672], [1.102, 1.190, 0.795], [1.160, -0.038, 2.030], [5.705, -0.071, -2.064], [6.026, 1.366, -1.538], [6.351, 0.440, -1.504]], "forces_ev_per_angstrom": [[2.6, 3.4, -4.6], [-2.7, 1.8, -0.1], [-0.8, -2.4, 2.2], [1.6, -0.6, -0.8], [1.1, -3.5, -1.6], [-1.3, 2.2, -0.4], [-0.8, -3.0, 3.0], [-0.7, 0.3, 0.9], [0.4, -0.4, -0.2], [0.6, -0.6, 0.1], [0.5, -0.2, 0.3], [1.1, 0.9, 0.0], [-1.0, 1.4, -0.3], [0.0, 0.6, -0.4], [-0.6, 0.2, 2.0], [1.0, 0.9, 0.9], [0.3, -0.9, 0.0], [-1.3, 0.1, -0.9]], "smiles": "CCC(=O)NC.O", "total_charge": 0, "e_tot_ev": -9910.6366}

---

No. 3
{"formula": "C30H26KN3OP2", "method": "wB97M-V/def2-TZVPD", "symbols": ["K", "C", "C", "P", "C", "C", "C", "C", "C", "C", "C", "C", "C", "C", "C", "C", "C", "P", "C", "C", "C", "C", "C", "C", "C", "C", "C", "C", "C", "C", "H", "H", "H", "H", "H", "H", "H", "H", "H", "H", "H", "H", "H", "H", "H", "H", "H", "H", "H", "H", "H", "H", "H", "H", "H", "H", "O", "N", "C", "C", "N", "C", "N"], "xyz": [[2.439, -1.364, 1.757], [-1.180, 0.016, 2.733], [-1.980, -0.680, 1.626], [-1.852, -2.516, 1.687], [-3.027, -3.013, 0.363], [-3.555, -4.300, 0.429], [-4.413, -4.770, -0.555], [-4.763, -3.950, -1.617], [-4.253, -2.661, -1.689], [-3.390, -2.195, -0.708], [-0.280, -2.797, 0.746], [0.544, -3.845, 1.159], [1.694, -4.176, 0.447], [2.044, -3.447, -0.683], [1.236, -2.396, -1.106], [0.081, -2.085, -0.402], [-0.761, 1.444, 2.358], [0.585, 1.415, 1.083], [1.272, 3.103, 1.148], [2.648, 3.244, 1.305], [3.232, 4.505, 1.295], [2.437, 5.629, 1.146], [1.060, 5.498, 0.997], [0.481, 4.241, 0.989], [-0.248, 1.470, -0.548], [0.567, 1.154, -1.636], [0.068, 1.157, -2.929], [-1.268, 1.467, -3.151], [-2.088, 1.787, -2.078], [-1.581, 1.795, -0.784], [-0.268, -0.552, 2.963], [-1.761, 0.018, 3.658], [-1.660, -0.312, 0.653], [-3.041, -0.433, 1.715], [-3.294, -4.939, 1.265], [-4.812, -5.774, -0.489], [-5.435, -4.311, -2.385], [-4.525, -2.016, -2.515], [-3.003, -1.188, -0.796], [0.267, -4.418, 2.038], [2.309, -5.005, 0.773], [2.940, -3.694, -1.238], [1.507, -1.820, -1.982], [-0.544, -1.279, -0.764], [-0.306, 1.938, 3.221], [-1.627, 2.047, 2.076], [3.275, 2.367, 1.421], [4.307, 4.596, 1.383], [2.886, 6.614, 1.134], [0.442, 6.378, 0.872], [-0.588, 4.144, 0.837], [1.606, 0.895, -1.471], [0.728, 0.910, -3.751], [-1.669, 1.462, -4.156], [-3.128, 2.037, -2.247], [-2.243, 2.049, 0.035], [4.374, 0.372, 1.363], [4.046, 0.062, 0.180], [4.485, 0.801, -0.822], [4.036, 0.412, -2.120], [3.626, 0.110, -3.153], [5.323, 1.941, -0.628], [5.996, 2.858, -0.452]], "forces_ev_per_angstrom": [[0.1, 0.2, -0.1], [0.0, 0.1, 0.0], [0.0, 0.0, 0.0], [0.0, -0.1, -0.1], [0.0, 0.1, 0.0], [0.0, 0.0, 0.1], [0.0, 0.0, 0.0], [0.0, 0.0, 0.0], [0.0, 0.0, 0.0], [0.0, 0.0, 0.0], [0.0, -0.1, 0.0], [-0.1, 0.0, 0.0], [0.0, 0.0, 0.0], [0.0, 0.0, 0.0], [0.0, 0.0, 0.1], [0.0, 0.0, 0.0], [0.0, -0.1, 0.0], [0.0, 0.0, 0.1], [0.0, 0.0, 0.0], [0.0, 0.0, 0.0], [-0.1, 0.0, 0.0], [0.0, 0.0, 0.0], [0.0, 0.0, 0.0], [0.0, 0.0, 0.0], [0.0, 0.0, 0.0], [0.0, 0.0, 0.0], [0.0, 0.0, 0.0], [0.0, 0.0, 0.0], [0.0, 0.0, 0.0], [0.0, 0.0, 0.0], [-0.1, 0.0, 0.0], [0.0, 0.0, 0.0], [0.0, 0.0, 0.0], [0.0, 0.0, 0.0], [0.0, 0.0, 0.0], [0.0, 0.0, 0.0], [0.0, 0.0, 0.0], [0.0, 0.0, 0.0], [0.0, 0.0, 0.0], [0.0, 0.0, 0.0], [0.0, 0.0, 0.0], [0.0, 0.0, 0.0], [0.0, 0.0, 0.0], [0.0, 0.0, 0.0], [0.0, 0.0, 0.0], [0.0, 0.0, 0.0], [0.0, 0.0, 0.0], [0.0, 0.0, 0.0], [0.0, 0.0, 0.0], [0.0, 0.0, 0.0], [0.0, 0.0, 0.0], [0.0, 0.0, 0.0], [0.0, 0.0, 0.0], [0.0, 0.0, 0.0], [0.0, 0.0, 0.0], [0.0, 0.0, 0.0], [0.0, 0.0, 0.0], [-0.1, -0.1, 0.0], [0.0, -0.1, 0.1], [0.0, 0.1, 0.0], [0.0, -0.1, 0.0], [0.0, 0.0, 0.0], [0.0, 0.0, 0.0]], "total_charge": 0, "e_tot_ev": -72951.6393}

---

No. 4
{"formula": "C4H4N2O2", "method": "wB97M-V/def2-TZVPD", "symbols": ["C", "C", "C", "C", "H", "H", "H", "H", "N", "N", "O", "O"], "xyz": [[-2.707, 0.036, 0.148], [-0.318, -0.038, -0.103], [1.162, 1.456, 0.001], [1.094, -0.629, 0.118], [-3.433, -0.706, 0.173], [-2.946, 0.785, -0.575], [-2.660, 0.296, 1.356], [1.222, 2.548, 0.157], [-0.206, 1.206, -0.126], [1.984, 0.444, 0.057], [-1.541, -0.711, -0.213], [1.539, -1.718, 0.012]], "forces_ev_per_angstrom": [[1.2, 0.1, 3.5], [-3.2, -2.0, 0.5], [0.5, 0.5, 0.8], [1.0, -0.6, -2.3], [-1.6, -1.3, -0.4], [0.0, 0.9, 0.1], [0.2, 0.2, -3.3], [1.6, -0.6, -0.4], [-1.3, 0.7, -0.3], [-1.0, 3.3, 0.9], [3.4, 0.8, 0.5], [-0.9, -2.0, 0.6]], "smiles": "COC1=NC=NC1=O", "total_charge": 0, "e_tot_ev": -11285.3025}

---

| no. | E_LUMO (eV) | strongest force on any atom (eV/A) | HOMO-LUMO gap (eV) |
| --- | --- | --- | --- |
| 1 | -1.04 | 4.36 | 7.55 |
| 2 | 0.62 | 6.30 | 10.02 |
| 3 | -0.27 | 0.23 | 8.16 |
| 4 | -1.42 | 3.81 | 9.19 |